Entry 1:
{"formula": "C4H11NO2", "method": "ωB97M-V with the def2-TZVPD basis set", "species": ["C", "N", "C", "C", "O", "H", "H", "H", "H", "H", "H", "H", "C", "O", "H", "H", "H", "H"], "xyz": [[-2.45, -1.95, 1.11], [-1.05, -2.10, 0.64], [-0.46, -0.93, 0.15], [0.93, -0.98, -0.49], [-1.16, 0.16, 0.24], [-2.64, -0.88, 0.86], [-3.27, -2.76, 0.73], [-2.37, -1.85, 2.24], [-0.88, -3.03, 0.25], [1.07, -1.90, -1.06], [1.82, -0.85, 0.08], [0.93, 0.00, -1.15], [1.90, 3.10, -0.58], [0.86, 2.20, -1.22], [2.31, 3.72, -1.49], [1.33, 3.74, 0.05], [2.66, 2.52, 0.10], [0.46, 1.79, -0.44]], "multiplicity": 1, "e_above_lowest_ev": 2.507, "homo_ev": -9.81, "smiles": "CNC(C)=O.CO", "molar_mass_g_mol": 105.1}

Entry 2:
{"formula": "C4H11NO2S", "method": "ωB97M-V with the def2-TZVPD basis set", "species": ["C", "C", "N", "C", "C", "S", "O", "O", "H", "H", "H", "H", "H", "H", "H", "H", "H", "H", "H"], "xyz": [[0.40, 2.15, -0.41], [0.33, 1.03, 0.61], [-0.26, -0.13, 0.00], [0.18, -1.44, 0.31], [1.43, -1.92, -0.54], [-2.14, 0.12, 0.15], [-2.84, -1.07, -0.21], [-2.67, 1.38, -0.27], [-0.37, 2.52, -1.06], [0.64, 3.12, 0.03], [1.10, 1.97, -1.24], [1.39, 0.62, 0.64], [-0.23, 1.29, 1.46], [-0.59, -2.09, -0.07], [0.37, -1.58, 1.36], [2.27, -1.32, -0.23], [1.64, -3.05, -0.45], [1.36, -1.84, -1.65], [-2.02, 0.23, 1.55]], "multiplicity": 1, "e_above_lowest_ev": 3.503, "homo_ev": -9.53, "smiles": "CCN(CC)[SH](=O)=O", "molar_mass_g_mol": 137.2}

Entry 3:
{"formula": "C4H11NO2Si", "method": "ωB97M-V with the def2-TZVPD basis set", "species": ["C", "Si", "C", "C", "C", "N", "O", "O", "H", "H", "H", "H", "H", "H", "H", "H", "H", "H", "H"], "xyz": [[1.87, -1.29, -0.17], [0.38, -0.17, -0.24], [-0.27, 0.11, -1.99], [0.90, 1.37, 0.94], [-1.39, -0.82, 0.67], [-2.15, 0.43, 1.00], [-2.13, 0.67, 2.17], [-2.52, 1.13, 0.08], [1.79, -2.34, 0.15], [2.45, -1.45, -1.14], [2.48, -0.72, 0.48], [0.26, 0.93, -2.49], [-0.18, -0.76, -2.74], [-1.23, 0.56, -1.75], [0.11, 1.98, 1.08], [1.41, 1.07, 1.98], [1.61, 1.93, 0.34], [-2.06, -1.32, 0.02], [-1.33, -1.34, 1.62]], "multiplicity": 1, "e_above_lowest_ev": 3.209, "homo_ev": -10.58, "smiles": "C[Si](C)(C)C[N+](=O)[O-]", "molar_mass_g_mol": 133.2}

Entry 4:
{"formula": "C4H11NO3", "method": "ωB97M-V with the def2-TZVPD basis set", "species": ["C", "C", "C", "O", "H", "H", "H", "H", "H", "H", "H", "H", "N", "C", "O", "O", "H", "H", "H"], "xyz": [[0.98, 1.52, 1.48], [1.31, -0.15, -0.21], [1.50, -1.61, 0.20], [0.10, 2.30, 1.03], [-0.82, 1.61, 0.59], [2.02, 1.86, 1.50], [0.71, 0.73, 2.18], [2.26, 0.35, -0.34], [0.89, -0.08, -1.23], [2.10, -2.15, -0.53], [1.99, -1.68, 1.17], [0.53, -2.09, 0.29], [-2.00, 0.45, -0.93], [-2.52, -0.73, -1.35], [-1.42, 0.55, 0.33], [-3.18, -0.85, -2.36], [0.23, 0.18, 0.17], [-2.35, 1.31, -1.34], [-2.32, -1.54, -0.63]], "multiplicity": 1, "e_above_lowest_ev": 5.842, "homo_ev": -8.50, "molar_mass_g_mol": 121.1}

Entry 5:
{"formula": "C4H11NO3", "method": "ωB97M-V with the def2-TZVPD basis set", "species": ["C", "C", "N", "O", "O", "H", "H", "H", "H", "H", "H", "H", "C", "C", "O", "H", "H", "H", "H"], "xyz": [[-2.16, -0.28, -0.33], [-1.17, 0.76, 0.16], [-0.30, 1.22, -0.80], [-1.77, 1.77, 0.86], [-0.30, 0.09, 1.44], [-2.76, 0.17, -1.12], [-2.82, -0.55, 0.49], [-1.64, -1.15, -0.71], [0.44, 1.80, -0.42], [0.08, 0.50, -1.40], [-1.05, 2.04, 1.48], [-0.83, -0.42, 2.06], [1.75, -1.53, -0.73], [2.53, -0.55, -0.29], [2.26, 0.32, 0.70], [2.08, -2.17, -1.53], [0.80, -1.74, -0.27], [3.52, -0.38, -0.70], [1.36, 0.12, 1.10]], "multiplicity": 1, "e_above_lowest_ev": 1.961, "homo_ev": -8.79, "smiles": "CC(N)(O)O.C=CO", "molar_mass_g_mol": 121.1}

Entry 6:
{"formula": "C4H11NO3", "method": "ωB97M-V with the def2-TZVPD basis set", "species": ["O", "C", "C", "C", "N", "C", "O", "H", "H", "H", "H", "H", "H", "H", "H", "H", "H", "H", "O"], "xyz": [[2.78, -0.68, 1.57], [2.67, 0.00, 0.49], [1.23, 0.41, 0.01], [0.25, -0.71, 0.45], [1.23, 0.69, -1.36], [-1.89, 1.55, -0.63], [-2.78, 0.68, 0.05], [3.51, 0.45, -0.06], [1.15, 1.29, 0.68], [-0.83, -0.45, 0.65], [0.07, -1.43, -0.22], [0.64, -1.20, 1.34], [0.86, -0.16, -1.71], [-0.87, 1.28, -0.45], [-2.01, 2.59, -0.35], [-1.84, 1.33, -1.74], [-2.85, -2.25, -0.27], [-2.62, -0.33, -0.09], [-2.18, -1.69, -0.39]], "multiplicity": 1, "e_above_lowest_ev": 10.446, "homo_ev": -8.64, "molar_mass_g_mol": 121.1}

Entry 7:
{"formula": "C4H11NO3", "method": "ωB97M-V with the def2-TZVPD basis set", "species": ["C", "C", "O", "O", "O", "H", "H", "H", "H", "H", "H", "H", "N", "C", "C", "H", "H", "H", "H"], "xyz": [[1.46, 0.75, 2.57], [1.24, 0.40, 1.10], [0.84, 1.54, 0.42], [0.31, -0.64, 0.91], [-0.99, -0.21, 1.30], [2.23, 1.52, 2.64], [1.78, -0.14, 3.11], [0.54, 1.12, 3.00], [2.15, -0.05, 0.67], [0.69, 1.31, -0.53], [-1.00, 0.72, 1.00], [0.75, -0.45, -2.20], [0.10, 0.27, -1.90], [-1.11, -0.09, -1.85], [-1.68, -1.43, -2.14], [-1.82, 0.67, -1.52], [-2.03, -1.86, -1.21], [-0.93, -2.09, -2.57], [-2.53, -1.34, -2.82]], "multiplicity": 1, "e_above_lowest_ev": 4.150, "homo_ev": -9.65, "smiles": "C[C@H](O)OO.[H]/N=C\\C", "molar_mass_g_mol": 121.1}

Entry 8:
{"formula": "C4H11NO3", "method": "ωB97M-V with the def2-TZVPD basis set", "species": ["C", "O", "C", "C", "C", "N", "O", "H", "H", "H", "H", "H", "H", "H", "H", "H", "H", "H", "O"], "xyz": [[1.14, -0.22, 0.54], [1.98, 0.16, 1.67], [-0.29, -0.24, 1.00], [-0.66, -0.41, -1.59], [-1.25, -0.17, -0.26], [-2.40, -1.15, 0.05], [-1.76, 1.10, -0.13], [1.27, 0.49, -0.26], [1.50, -1.22, 0.30], [2.48, 0.90, 1.20], [-0.34, -1.27, 1.54], [-0.65, 0.59, 1.58], [-0.75, 0.41, -2.33], [-0.10, -1.28, -1.85], [-3.31, -0.65, -0.08], [-2.39, -2.01, -0.51], [4.09, 1.94, 0.03], [-1.86, 1.64, -0.89], [3.32, 1.40, -0.02]], "multiplicity": 1, "e_above_lowest_ev": 8.899, "homo_ev": -7.51, "molar_mass_g_mol": 121.1}

Question: Number 7 is which compound?
Answer: C4H11NO3